Formula: C8H8Cl2O2
Source: the OMol25 dataset
Level of theory: ωB97M-V/def2-TZVPD

The structure (SMILES) is C=C[C@@H](C)[C@@]1(O)C(=O)C(Cl)=C1Cl. The relative energy (zero: lowest compared OMol25 entry of this formula, charge and spin) comes out at 14.90 kcal/mol.

The geometry in ORCA input format:
```
! RIJCOSX wB97M-V def2-TZVPD def2/J DEFGRID3
* xyz 0 1
C -0.74440 2.39730 0.71015
C -0.14388 1.49404 1.47900
C -0.13247 1.95708 -0.52361
C -0.30664 -1.37620 -2.30947
C 0.34928 -1.23173 -1.18537
C 0.48715 0.66144 0.48309
C -0.17199 -1.76276 1.11522
C -0.21804 -0.64797 0.04529
O -0.07041 2.25339 -1.68540
O 1.83543 0.54717 0.64140
Cl -1.60082 3.78899 1.13130
Cl -0.05503 1.56193 3.10717
H 0.16492 -1.75630 -3.26917
H -1.39298 -1.16766 -2.34779
H 1.46484 -1.35044 -1.15057
H 0.69235 -1.53671 1.86490
H -1.06487 -1.80256 1.60243
H -0.01102 -2.65917 0.45117
H -1.34494 -0.29158 0.02495
H 2.26351 0.92171 -0.18469
*
```


Formula: C4H6N2O
Source: the OMol25 dataset
Level of theory: ωB97M-V/def2-TZVPD

The structure (SMILES) is N#CCCOC#N.[H][H]. The relative energy (zero: lowest compared OMol25 entry of this formula, charge and spin) comes out at 72.91 kcal/mol.

The geometry in ORCA input format:
```
! RIJCOSX wB97M-V def2-TZVPD def2/J DEFGRID3
* xyz 0 1
N 2.20893 -1.52543 0.16534
C 1.77100 -0.52316 -0.22335
O 1.34484 0.62101 -0.65288
C 0.05938 0.63905 -1.31226
C -1.04447 1.03954 -0.33744
C -1.52452 -0.05486 0.51191
N -1.93939 -0.91373 1.16484
H 0.87155 -1.70215 2.29657
H 0.18676 -1.55904 2.54882
H -0.13148 -0.33123 -1.77814
H 0.16016 1.40247 -2.08476
H -0.68465 1.85791 0.29481
H -1.89809 1.41950 -0.90938
*
```


Formula: C2H10N4
Source: the OMol25 dataset
Level of theory: ωB97M-V/def2-TZVPD

The relative energy (zero: lowest compared OMol25 entry of this formula, charge and spin) comes out at 0.00 kcal/mol.

The geometry in ORCA input format:
```
! RIJCOSX wB97M-V def2-TZVPD def2/J DEFGRID3
* xyz 2 3
C 1.56305 -0.80500 -1.34715
C -1.41791 0.57152 0.97776
N 1.56904 -0.22787 -2.49044
N -2.62422 0.23523 0.61575
N 2.42911 -1.75494 -0.97419
N -1.39629 1.39625 2.19178
H 0.90154 -0.52706 -0.45379
H 2.32254 -0.58674 -3.03136
H 1.38501 0.77830 -2.82197
H -2.75698 -0.36415 -0.20420
H -3.38848 0.65359 1.20275
H 2.48134 -2.15054 -0.01474
H 3.16255 -2.03174 -1.67649
H -0.54161 1.90317 2.48788
H -2.17314 2.13967 2.41743
H -1.51555 0.77029 3.12098
*
```


Formula: C6H12O
Source: the OMol25 dataset
Level of theory: ωB97M-V/def2-TZVPD

The structure (SMILES) is CCCCC(C)=O. The relative energy (zero: lowest compared OMol25 entry of this formula, charge and spin) comes out at 5.92 kcal/mol.

The geometry in ORCA input format:
```
! RIJCOSX wB97M-V def2-TZVPD def2/J DEFGRID3
* xyz 0 1
C 2.57162 0.26662 0.76163
C 1.42706 -0.31567 -0.05816
C 0.53228 0.76990 -0.66488
C -0.82146 0.20911 -1.11195
C -1.72504 0.26520 0.11740
C -2.52794 -0.94505 0.50501
O -1.76929 1.27420 0.79163
H 3.23632 -0.51412 1.14658
H 2.17688 0.82986 1.61451
H 3.17280 0.95382 0.15554
H 0.82812 -0.98375 0.57956
H 1.82350 -0.95132 -0.86288
H 1.05936 1.28433 -1.47472
H -0.74828 -0.80913 -1.51818
H -1.27022 0.83511 -1.89380
H -3.40378 -1.01161 -0.14961
H -2.85632 -0.82081 1.53857
H -1.94830 -1.86663 0.39096
H 0.27274 1.53798 0.07620
*
```


Formula: C5H8N2O2
Source: the OMol25 dataset
Level of theory: ωB97M-V/def2-TZVPD

The structure (SMILES) is [H]/N=C(/C)[C@H](O)C(O)=C=N. The relative energy (zero: lowest compared OMol25 entry of this formula, charge and spin) comes out at 110.48 kcal/mol.

The geometry in ORCA input format:
```
! RIJCOSX wB97M-V def2-TZVPD def2/J DEFGRID3
* xyz 0 1
C -1.87596 0.09452 0.95527
C 1.25162 -0.58998 -0.12736
C 0.59139 -1.70852 -0.26300
C -0.94156 0.58005 -0.12168
C 0.59217 0.69935 0.22029
O 2.59315 -0.58224 -0.45994
O 1.18247 1.73175 -0.56728
N 0.06965 -2.76746 -0.25421
N -1.42313 1.03522 -1.23490
H 2.83072 0.36079 -0.57531
H 0.63167 2.52623 -0.43457
H 0.75966 -3.52587 -0.21359
H -0.65614 1.30012 -1.86804
H 0.72908 0.94154 1.27878
H -2.82377 0.63610 0.90583
H -1.43645 0.23870 1.94539
H -2.07457 -0.97029 0.81430
*
```


Formula: C36H39ClCoN9O4
Source: the OMol25 dataset
Level of theory: ωB97M-V/def2-TZVPD

The total energy is -4031.603124 hartree.

The geometry in ORCA input format:
```
! RIJCOSX wB97M-V def2-TZVPD def2/J DEFGRID3
* xyz 2 1
Co 0.73640 0.55025 0.83316
O -1.47392 5.63495 2.43229
C -1.60292 4.81885 3.46096
O -2.06255 5.17563 4.50626
C -1.14820 3.38137 3.28809
C -1.31449 2.39977 4.25152
Cl -2.06864 2.61798 5.74160
N -0.82130 1.21328 3.78256
N -0.28860 1.42056 2.53797
C -0.51126 2.70283 2.24609
C -0.08106 3.15815 0.89384
O -0.32488 4.25574 0.44327
O 0.60715 2.26839 0.24781
C -0.80016 -0.10326 4.39934
C -0.47042 -1.17663 3.59111
C -0.41878 -2.46501 4.09459
C -0.70326 -2.70382 5.42853
C -1.05214 -1.63374 6.23465
C -1.10906 -0.33892 5.73651
H -1.08173 5.20647 1.63822
H -0.27468 -1.01394 2.55335
H -0.16358 -3.28298 3.43219
H -0.66271 -3.70623 5.83204
H -1.28702 -1.79576 7.27782
H -1.38268 0.44701 6.40910
C 3.85169 -0.96237 -5.27178
C 2.34957 -0.99385 -4.98975
C 1.64026 -0.02778 -5.95213
C 1.82735 -2.42407 -5.21225
C 2.03167 -0.58860 -3.56244
C 3.00581 -0.28153 -2.61626
C 2.63970 0.06606 -1.33185
N 1.36650 0.13559 -0.94001
C 0.40433 -0.17536 -1.82967
C 0.70825 -0.53173 -3.12526
C -0.95287 -0.12758 -1.27403
C -2.10666 -0.36243 -1.99627
C -3.35202 -0.30611 -1.37770
C -3.35376 0.01804 -0.01907
C -2.17156 0.23581 0.64973
N -0.97715 0.15424 0.03794
C -4.65226 -0.58450 -2.10829
C -5.51848 0.68592 -2.06621
C -4.41924 -0.98253 -3.56534
C -5.38024 -1.73203 -1.38817
H 4.02807 -1.28755 -6.29616
H 4.40781 -1.63713 -4.61760
H 4.26172 0.04503 -5.17339
H 1.88369 -0.30067 -6.97880
H 1.96636 1.00117 -5.79090
H 0.55461 -0.06445 -5.84949
H 2.08728 -2.75132 -6.21867
H 0.74191 -2.48239 -5.11394
H 2.27544 -3.12334 -4.50325
H 4.05690 -0.30283 -2.86298
H 3.39422 0.28312 -0.59245
H -0.09210 -0.77458 -3.80924
H -2.03975 -0.58363 -3.05049
H -4.27970 0.10857 0.53140
H -2.16877 0.46019 1.70174
H -5.03391 1.51054 -2.59180
H -5.72576 1.00659 -1.04438
H -6.47305 0.48759 -2.55341
H -3.96064 -0.17546 -4.14112
H -5.37862 -1.20543 -4.03039
H -3.80121 -1.87973 -3.65036
H -5.63750 -1.47570 -0.35995
H -4.77306 -2.63979 -1.37603
H -6.30778 -1.95491 -1.91503
N 2.29457 -3.23996 1.29433
C 1.02303 -3.59877 0.92175
C 0.32631 -2.43939 0.82654
N 1.16514 -1.38045 1.13921
C 2.34352 -1.90702 1.41663
H 3.06166 -3.87092 1.46657
H 0.72914 -4.62212 0.76701
H -0.71138 -2.29791 0.58194
H 3.22666 -1.36686 1.71088
N 5.13141 3.41561 1.34443
C 4.28600 2.52736 1.89866
C 3.17306 2.02288 1.19170
N 2.37966 1.11541 1.74718
C 2.62108 0.72117 3.00760
C 3.70382 1.25110 3.68723
N 4.53231 2.13010 3.14789
H 4.93124 3.86461 0.46934
H 5.86476 3.79280 1.92203
H 2.89161 2.42049 0.22821
H 1.96157 -0.01017 3.45043
H 3.89830 0.96200 4.71309
*
```